w) Computed, not measured: an isolated molecule of C2H3N3O3, with ωB97M-V with the def2-TZVPD basis set.

Each line ends with the Löwdin charge.
Cartesian coordinates (Å):
1 O 2.68188 -0.74259 -0.08707  -0.05
2 O -1.96217 -0.89510 -0.61117  -0.04
3 O 0.20515 -0.71423 0.75587  0.02
4 N 2.03025 0.42867 -0.16633  -0.01
5 N -1.27574 -0.30223 0.58601  -0.06
6 N -0.12340 1.52191 -0.09476  0.19
7 C 0.81307 0.51718 0.15341  -0.35
8 C -1.21747 0.96625 0.21810  -0.25
9 H 3.63058 -0.28416 -0.30488  0.19
10 H -2.41571 -1.76491 -0.32160  0.15
11 H -2.36644 1.26921 -0.12757  0.20

The LUMO energy comes out at -0.3 eV. As for the total charge: 0. The structure (SMILES) is O/N=c1/ncn(O)o1. For the molecular weight, the calculation gives 117.1 g mol⁻¹.

***

x) Computed, not measured: an isolated molecule of C2H3N3O3, with ωB97M-V with the def2-TZVPD basis set.

Each line ends with the Löwdin charge.
Cartesian coordinates (Å):
1 O 1.72295 -1.44825 0.00968  0.12
2 O -2.53260 -0.01590 0.32097  0.16
3 O -0.64525 1.05591 -0.50684  0.05
4 N 0.68167 0.57575 -0.32045  -0.15
5 N 1.47204 1.46555 0.35461  0.10
6 N -0.54659 -1.27644 -0.02748  0.24
7 C -1.39700 -0.09218 0.03465  -0.42
8 C 0.59448 -0.82803 -0.05182  -0.53
9 H 1.11625 1.74908 1.25791  0.11
10 H 2.35071 -0.55354 0.38028  0.25
11 H 1.73746 2.23762 -0.17227  0.08

The LUMO energy comes out at 0.2 eV. As for the total charge: 0. The structure (SMILES) is Nn1oc(=O)nc1O. For the molecular weight, the calculation gives 117.1 g mol⁻¹.

***

Tell me which of them is the least stable. Sure, it is w).

***

w) Computed, not measured: an isolated molecule of C2H3N3O3, with ωB97M-V with the def2-TZVPD basis set.

Each line ends with the Löwdin charge.
Cartesian coordinates (Å):
1 O -0.08747 1.54140 -0.23688  -0.01
2 O 2.55431 -0.84661 -0.09620  -0.14
3 O 0.15869 -0.69056 -0.31232  0.13
4 N -2.02937 -1.17758 0.01700  0.20
5 N 2.17934 0.66118 0.18738  0.14
6 N -1.39427 0.99447 -0.14713  0.10
7 C 0.82331 0.54567 -0.31952  -0.26
8 C -1.14455 -0.47019 -0.19280  -0.56
9 H -2.95891 -0.68168 0.26336  0.14
10 H 3.50312 -0.99625 -0.10275  0.06
11 H -1.60421 1.12016 0.93986  0.19

The LUMO energy comes out at 0.3 eV. As for the total charge: 0. The structure (SMILES) is [H]/N=c1\[nH]o/c(=N/O)o1. For the molecular weight, the calculation gives 117.1 g mol⁻¹.

***

x) Computed, not measured: a structure of composition C2H3N3O3, with ωB97M-V with the def2-TZVPD basis set.

Each line ends with the Löwdin charge.
Cartesian coordinates (Å):
1 O 2.27138 -0.11528 -0.40609  -0.16
2 O 0.25733 1.57397 0.68173  0.00
3 O -0.90509 -1.32304 0.40807  0.04
4 N -1.64402 0.67509 -0.46693  0.10
5 N -0.22877 0.68545 -0.49369  -0.04
6 N 1.23912 -1.06124 0.07350  0.08
7 C -2.01708 -0.48170 -0.08668  -0.05
8 C 0.16176 -0.55952 -0.12021  -0.49
9 H 0.69839 2.22350 0.05909  0.12
10 H 3.13998 -0.69210 0.36710  0.29
11 H -2.97300 -0.92513 -0.01589  0.12

The LUMO energy comes out at 0.1 eV. As for the total charge: 0. For the molecular weight, the calculation gives 117.1 g mol⁻¹.

***

Tell me which of them is the least stable. Sure, it is x).

***

w) Computed, not measured: a structure of composition C5H9N2O, with ωB97M-V with the def2-TZVPD basis set.

Each line ends with the Löwdin charge.
Cartesian coordinates (Å):
1 O -0.81905 -0.10844 2.29939  0.09
2 N -1.88145 -1.57307 -0.07634  0.14
3 N 0.24246 0.14725 0.57997  -0.22
4 C 1.38843 1.05399 0.54138  0.01
5 C -0.84949 -1.58333 -0.79182  -0.15
6 C 0.28445 -0.61199 -0.66161  -0.12
7 C 0.18536 -0.70109 1.85837  0.12
8 C -1.08362 0.61409 1.12880  -0.04
9 H -1.09632 1.70752 1.21977  0.17
10 H 1.11583 -1.28014 -0.75605  0.13
11 H 1.49251 1.59957 1.38321  0.08
12 H -0.52329 -2.26770 -1.52162  0.12
13 H -2.58178 -2.27724 0.02941  0.10
14 H 2.41499 0.67282 0.18605  0.17
15 H -1.87362 -0.02906 0.74686  0.10
16 H 0.43772 -0.01383 -1.67288  0.20
17 H 1.18663 1.85137 -0.07819  0.09

The LUMO energy comes out at -4.0 eV. As for the total charge: +1. For the molecular weight, the calculation gives 113.1 g mol⁻¹.

***

x) Computed, not measured: the ion C5H9N2O with charge +1, with ωB97M-V with the def2-TZVPD basis set.

Each line ends with the Löwdin charge.
Cartesian coordinates (Å):
1 O 1.50539 -1.19856 0.69898  0.10
2 N -0.52622 -0.37458 0.79553  0.22
3 N 0.20290 -1.92908 2.41050  0.26
4 C -0.82218 0.55991 -1.57194  -0.04
5 C -0.32368 1.68830 -0.71089  -0.04
6 C 0.36487 -1.18202 1.33771  -0.39
7 C 0.02774 0.27454 -0.37582  -0.38
8 C 1.43752 -0.30823 -0.42837  0.00
9 H 0.45946 2.32302 -1.09395  0.12
10 H -1.46496 -0.20609 1.11852  0.19
11 H 1.62863 -0.89018 -1.33454  0.15
12 H -1.87044 0.30821 -1.53119  0.12
13 H 0.96989 -2.50666 2.72324  0.15
14 H -0.65797 -1.94727 2.93273  0.15
15 H -1.03206 2.20592 -0.08309  0.12
16 H 2.21971 0.44763 -0.31360  0.15
17 H -0.38125 0.42006 -2.54606  0.12

The LUMO energy comes out at -3.0 eV. As for the total charge: +1. The structure (SMILES) is [NH2+]=C1NC2(CC2)CO1. For the molecular weight, the calculation gives 113.1 g mol⁻¹.

***

Tell me which of them is the least stable. Sure, it is w).

***

w) Computed, not measured: the ion C5H9N2O with charge +1, with ωB97M-V with the def2-TZVPD basis set.

Each line ends with the Löwdin charge.
Cartesian coordinates (Å):
1 O -0.86449 1.88067 -1.36807  0.15
2 N -1.09702 0.78122 -0.70936  -0.11
3 N -0.71908 -1.00991 0.63618  0.20
4 C -2.31968 0.28624 -0.38943  0.03
5 C -0.15894 -0.02226 -0.14235  -0.15
6 C -2.04596 -0.71629 0.49466  -0.05
7 C 2.30187 -0.50305 0.73567  -0.07
8 C 1.31356 0.26604 -0.20424  -0.13
9 H -2.80641 -1.44442 0.82549  0.15
10 H 1.90701 -0.50759 1.81802  0.10
11 H 1.28478 1.24366 0.16449  0.10
12 H 3.24679 0.12208 0.70950  0.11
13 H 2.54478 -1.53744 0.56024  0.06
14 H -0.15294 -1.63841 1.17145  0.17
15 H -0.86872 1.79810 -2.30734  0.14
16 H -3.24483 0.70440 -0.74442  0.15
17 H 1.67926 0.29696 -1.25048  0.14

The LUMO energy comes out at -3.1 eV. As for the total charge: +1. The structure (SMILES) is CCc1[nH+]ccn1O. For the molecular weight, the calculation gives 113.1 g mol⁻¹.

***

x) Computed, not measured: a structure of composition C5H9N2O, with ωB97M-V with the def2-TZVPD basis set.

Each line ends with the Löwdin charge.
Cartesian coordinates (Å):
1 O 1.83404 1.05170 -0.33214  0.03
2 N 0.44126 -0.56846 0.39631  0.21
3 N 0.71107 1.74337 -0.32990  0.12
4 C -2.56896 -0.15653 -0.57790  -0.06
5 C -1.85744 0.55557 0.61312  -0.14
6 C -0.42004 0.35434 0.43072  0.01
7 C 1.70581 -0.24855 0.01024  -0.22
8 C 2.75108 -1.20560 -0.02301  0.06
9 H -2.82094 -1.11325 -0.21361  0.06
10 H 2.68233 -1.67328 0.89059  0.10
11 H 3.79368 -0.90867 -0.29967  0.15
12 H -3.52435 0.34801 -0.90320  0.11
13 H 0.89349 2.54722 0.26614  0.13
14 H -2.00188 -0.52662 -1.44379  0.09
15 H -2.02890 0.20822 1.68354  0.17
16 H -2.20404 1.53388 0.52163  0.10
17 H 2.61379 -1.94135 -0.68908  0.08

The LUMO energy comes out at -5.6 eV. As for the total charge: +1. For the molecular weight, the calculation gives 113.1 g mol⁻¹.

***

y) Computed, not measured: a cluster of 2 separate species, C5H9N2O in total, with ωB97M-V with the def2-TZVPD basis set.

Each line ends with the Löwdin charge.
Cartesian coordinates (Å):
1 O -0.97826 -0.65433 0.62154  -0.03
2 N 1.85838 0.48529 1.01446  0.19
3 N 1.74897 -1.05137 -0.78413  0.08
4 C -2.36510 -0.71472 0.60509  -0.05
5 C -0.59392 0.28903 -0.20222  -0.14
6 C 1.51276 0.22430 -0.45210  -0.18
7 C -1.67482 0.92019 -0.81054  -0.03
8 C -2.83009 0.29097 -0.21845  -0.04
9 H 2.54257 -1.42444 -1.29497  0.13
10 H -1.59484 1.76342 -1.53014  0.12
11 H 1.09137 -1.66378 -0.46560  0.06
12 H 1.89770 0.99568 -1.15696  0.16
13 H 1.30488 1.24279 1.39463  0.15
14 H 1.79397 -0.37550 1.51517  0.14
15 H -2.81390 -1.50586 1.15893  0.12
16 H 2.91497 0.69661 1.12591  0.21
17 H -3.81464 0.48173 -0.52062  0.10

The LUMO energy comes out at -3.5 eV. As for the total charge: +1. For the molecular weight, the calculation gives 113.1 g mol⁻¹.

***

Tell me which of them is the least stable. Sure, it is x).

***

w) Computed, not measured: a structure of composition C2H2N2O3, with ωB97M-V with the def2-TZVPD basis set.

Each line ends with the Löwdin charge.
Cartesian coordinates (Å):
1 O 1.85907 -0.66401 -0.90466  0.14
2 O -1.47212 1.56049 0.63450  0.19
3 O 0.52082 0.54124 0.16401  0.22
4 N -0.33582 -1.40525 -0.24985  0.17
5 N -1.24825 -0.60219 0.59698  0.18
6 C -0.77621 0.46282 0.48133  -0.61
7 C 0.62421 -0.61143 -0.42532  -0.58
8 H 1.87141 -1.65333 -1.13924  0.17
9 H -1.04311 2.37167 0.84225  0.12

The LUMO energy comes out at 0.4 eV. As for the total charge: 0. For the molecular weight, the calculation gives 102.0 g mol⁻¹.

***

x) Computed, not measured: a cluster of 2 separate species, C2H2N2O3 in total, with ωB97M-V with the def2-TZVPD basis set.

Each line ends with the Löwdin charge.
Cartesian coordinates (Å):
1 O 4.52311 1.17792 -0.53188  -0.03
2 O -0.57198 -1.13516 0.49189  0.16
3 O 2.00776 -1.34800 0.09819  0.09
4 N -1.27144 0.78174 -0.58336  0.24
5 N 3.60576 0.43031 -0.39805  -0.14
6 C -1.00278 -0.20173 -0.01492  -0.43
7 C 2.91868 -0.46145 -0.14880  -0.14
8 H 1.11059 -0.85605 0.26682  0.11
9 H -2.01759 1.34153 -1.01422  0.13

The LUMO energy comes out at 0.1 eV. As for the total charge: 0. The structure (SMILES) is [O-][N+]#CO.N=C=O. For the molecular weight, the calculation gives 102.0 g mol⁻¹.

***

y) Computed, not measured: a cluster of 2 separate species, C2H2N2O3 in total, with ωB97M-V with the def2-TZVPD basis set.

Each line ends with the Löwdin charge.
Cartesian coordinates (Å):
1 O 0.60285 1.79528 -0.10815  0.09
2 O 1.42451 -0.85026 -0.10304  -0.04
3 O -1.56073 0.97741 -0.10604  0.10
4 N -0.94354 -1.23278 -0.00838  0.09
5 N -2.00141 -0.41515 -0.01468  0.05
6 C -0.27651 0.86983 -0.09637  -0.51
7 C 0.10180 -0.44680 0.11653  -0.42
8 H 1.40740 1.18546 0.89227  0.39
9 H 1.24564 -1.88300 -0.57213  0.24

The LUMO energy comes out at -1.5 eV. As for the total charge: 0. For the molecular weight, the calculation gives 102.0 g mol⁻¹.

***

z) Computed, not measured: an isolated molecule of C2H2N2O3, with ωB97M-V with the def2-TZVPD basis set.

Each line ends with the Löwdin charge.
Cartesian coordinates (Å):
1 O -0.17957 1.69517 -1.70562  0.17
2 O 0.86679 -0.83131 0.21522  -0.03
3 O -1.36333 0.35806 -0.47970  0.05
4 N 0.92085 0.60760 0.01894  0.15
5 N -1.40580 -0.54023 0.65524  0.14
6 C -0.28119 -1.11465 0.85764  -0.20
7 C -0.20640 0.91639 -0.82900  -0.56
8 H -0.17112 -1.83582 1.64917  0.14
9 H 1.81976 0.74480 -0.38189  0.14

The LUMO energy comes out at 0.6 eV. As for the total charge: 0. The structure (SMILES) is O=C1NOC=NO1. For the molecular weight, the calculation gives 102.0 g mol⁻¹.

***

Tell me which of them is the least stable. Sure, it is y).

***

w) Computed, not measured: a cluster of 2 separate species, Cl2NO3P in total, with ωB97M-V with the def2-TZVPD basis set.

Each line ends with the Löwdin charge.
Cartesian coordinates (Å):
1 Cl -2.08451 -1.97939 0.24751  0.17
2 Cl -0.60718 0.85975 0.54034  0.19
3 P -2.55636 0.07122 0.25842  0.16
4 O 2.00543 -0.56828 -0.26143  0.09
5 O 3.70875 0.76487 0.13977  0.11
6 O -3.07431 0.52123 -1.03838  -0.46
7 N 2.60818 0.33059 0.11377  -0.26

The LUMO energy (spin up / spin down) comes out at -3.6 / -1.1 eV. As for the total charge: 0. For the molecular weight, the calculation gives 163.9 g mol⁻¹.

***

x) Computed, not measured: an isolated molecule of Cl2NO3P, with ωB97M-V with the def2-TZVPD basis set.

Each line ends with the Löwdin charge.
Cartesian coordinates (Å):
1 Cl 1.18861 -0.86186 -1.92049  0.45
2 Cl 2.36480 -0.29419 0.99249  0.35
3 P 0.85780 0.13652 -0.31583  0.21
4 O -0.71107 -0.13393 1.44655  0.01
5 O 0.87355 2.21753 -0.80573  -0.50
6 O -1.38134 -1.16487 -0.40091  0.07
7 N -0.63485 -0.48266 0.25289  -0.58

The LUMO energy comes out at -2.2 eV. As for the total charge: 0. The structure (SMILES) is O=[N+]([O-])P(=O)(Cl)Cl. For the molecular weight, the calculation gives 163.9 g mol⁻¹.

***

Tell me which of them is the least stable. Sure, it is x).

***

w) Computed, not measured: an isolated molecule of C3H5FS, with ωB97M-V with the def2-TZVPD basis set.

Each line ends with the Löwdin charge.
Cartesian coordinates (Å):
1 S -1.70702 -0.40259 -0.13925  0.78
2 F 2.06608 -0.36654 -0.47107  -0.09
3 C -0.29970 0.13152 0.25301  -0.84
4 C 0.13726 1.57576 0.06701  -0.13
5 C 1.03602 -0.70439 0.46248  -0.18
6 H 1.37784 -0.24033 1.36261  0.09
7 H 0.55532 1.58320 -0.89291  0.06
8 H 1.03591 -1.86676 0.54975  0.15
9 H 1.01529 1.76009 0.59909  0.05
10 H -0.50826 2.48671 0.15416  0.11

The LUMO energy comes out at -0.3 eV. As for the total charge: 0. The structure (SMILES) is CC(=S)CF. For the molecular weight, the calculation gives 92.1 g mol⁻¹.

***

x) Computed, not measured: an isolated molecule of C3H5FS, with ωB97M-V with the def2-TZVPD basis set.

Each line ends with the Löwdin charge.
Cartesian coordinates (Å):
1 S 2.03938 -0.04123 0.06088  0.76
2 F -2.33764 -0.58031 -0.13559  -0.12
3 C 0.54732 -0.46995 -0.03007  -0.78
4 C -0.34389 0.53773 -0.51102  -0.37
5 C -1.51412 0.48294 0.46182  -0.20
6 H 0.00833 -1.42375 0.53414  0.14
7 H -0.75815 0.48168 -1.53177  0.13
8 H -1.05157 0.53673 1.58265  0.16
9 H -2.27706 1.49532 0.43710  0.17
10 H 0.35138 1.48816 -0.30031  0.11

The LUMO energy comes out at -0.3 eV. As for the total charge: 0. The structure (SMILES) is FCCC=S. For the molecular weight, the calculation gives 92.1 g mol⁻¹.

***

Tell me which of them is the least stable. Sure, it is x).

***

w) Computed, not measured: a cluster of 2 separate species, C2H4BrNO2 in total, with ωB97M-V with the def2-TZVPD basis set.

Each line ends with the Löwdin charge.
Cartesian coordinates (Å):
1 Br 2.32497 1.12252 0.10117  0.49
2 O 1.94568 -2.05042 -0.92476  0.16
3 O 3.75733 -1.76807 0.42397  0.19
4 N -0.28901 0.18857 -0.29334  -0.07
5 C 0.73367 0.11916 0.86611  -0.59
6 C 2.83630 -1.87449 -0.23926  -0.57
7 H 0.00117 -0.66441 -0.85283  0.12
8 H -1.31215 0.37732 -0.05489  0.17
9 H 0.22495 0.97111 1.63551  0.03
10 H 0.08582 1.00117 -0.82046  0.05

The LUMO energy comes out at 0.2 eV. As for the total charge: 0. For the molecular weight, the calculation gives 154.0 g mol⁻¹.

***

x) Computed, not measured: an isolated molecule of C2H4BrNO2, with ωB97M-V with the def2-TZVPD basis set.

Each line ends with the Löwdin charge.
Cartesian coordinates (Å):
1 Br -0.73925 -1.53268 1.54986  0.66
2 O -2.14533 1.23288 0.99924  0.11
3 O 0.29657 0.32667 -0.07511  -0.34
4 N -0.70320 -0.60365 -0.08471  -0.48
5 C -1.88242 0.74979 -0.02332  -0.16
6 C 1.51961 -0.23093 -0.29846  -0.16
7 H -2.17069 0.95446 -1.03017  0.12
8 H 2.34967 0.59042 -0.27392  0.13
9 H 1.58127 -0.61160 -1.24058  0.05
10 H 1.89378 -0.87536 0.47719  0.06

The LUMO energy comes out at 0.6 eV. As for the total charge: 0. The structure (SMILES) is CON(Br)C=O. For the molecular weight, the calculation gives 154.0 g mol⁻¹.

***

Tell me which of them is the least stable. Sure, it is x).